P:
C8H22BN2O2 | the ωB97M-V functional and the def2-TZVPD basis

Values from the calculation:
Kohn-Sham gap: 9.68 eV
total charge: +1

Geometry (Å):
B  0.4270  -0.5484  -0.5361
C  0.5792  2.5767  0.0454
C  1.9320  1.9789  -2.1613
C  3.3092  -1.4246  -0.8820
C  2.3633  -1.2170  1.5046
C  -3.8586  -1.5406  0.7912
C  -4.3959  -0.1422  0.7633
C  1.7573  1.6992  -0.6398
C  2.7372  -0.4773  0.1708
N  1.5381  0.2913  -0.2325
N  -2.9638  -1.8360  -0.3365
O  -0.4881  -1.3211  -0.7632
O  -3.2492  0.7507  0.5746
H  0.9778  3.6445  0.0423
H  -0.3906  2.3879  -0.3300
H  0.4740  2.3461  1.0640
H  1.0777  1.5443  -2.7343
H  2.8869  1.4521  -2.4792
H  2.0424  3.0255  -2.2400
H  4.3827  -1.1550  -1.0707
H  3.3858  -2.5318  -0.6028
H  2.7213  -1.2921  -1.8146
H  1.8098  -0.5590  2.1961
H  3.2553  -1.4369  2.1783
H  1.8821  -2.0830  1.3169
H  -4.6850  -2.1291  0.9317
H  -3.1709  -1.6095  1.6590
H  -4.9665  -0.1590  -0.2280
H  -4.8606  0.1794  1.6597
H  2.6011  2.0387  0.0561
H  3.5687  0.2843  0.4207
H  -3.2351  -1.1253  -1.0698
H  -3.0944  -2.8511  -0.6998
H  -1.9043  -1.6584  -0.2529
H  -2.8033  1.0037  1.3665

***

Q:
C8H22BN2O2 | the ωB97M-V functional and the def2-TZVPD basis

Values from the calculation:
Kohn-Sham gap: 9.00 eV
total charge: +1

Geometry (Å):
B  0.8332  -1.1030  -2.8324
N  2.2232  -1.1656  -2.4425
C  3.1575  -1.5432  -3.5265
C  2.6708  -0.0091  -1.7151
C  3.2836  -0.3302  -0.3805
O  2.5188  1.1251  -2.0993
H  0.2368  -2.1341  -2.9451
H  0.2409  -0.0796  -3.0097
H  3.5468  -0.6660  -4.0305
H  3.9979  -2.0969  -3.1142
H  2.6586  -2.2009  -4.2265
H  4.0875  0.3485  -0.1364
H  2.4856  -0.2863  0.3565
H  3.6394  -1.3544  -0.3817
C  -1.1627  1.5353  0.3449
N  -2.1265  0.6664  1.1005
C  -3.1318  0.1471  0.1202
C  -2.8326  1.4805  2.1289
C  -1.4637  -0.5407  1.7257
C  -0.4222  -0.2936  2.7972
O  0.6806  0.4092  2.2483
H  -1.7464  2.2119  -0.2754
H  -0.5658  2.1070  1.0416
H  -0.5328  0.9077  -0.2771
H  -3.6379  0.9939  -0.3337
H  -3.8462  -0.4786  0.6483
H  -2.6091  -0.4285  -0.6388
H  -2.1043  1.8911  2.8211
H  -3.5418  0.8457  2.6539
H  -3.3518  2.2917  1.6260
H  -1.0137  -1.0853  0.8965
H  -2.2706  -1.1382  2.1484
H  -0.0942  -1.2764  3.1457
H  -0.8390  0.2345  3.6575
H  1.0320  1.0149  2.9040

***

Pick P: it beats the second-best structure by 146.9 kJ/mol.

***

P:
C3H7ClO2 | the ωB97M-V functional and the def2-TZVPD basis

Values from the calculation:
Kohn-Sham gap: 9.58 eV
total charge: 0

Geometry (Å):
C  0.3810  1.4348  0.2162
C  0.6628  0.0429  -0.4105
C  -0.1387  -1.1409  0.4152
H  -1.5608  1.2058  -0.3414
H  1.0396  2.1061  -0.0813
H  0.4927  1.1999  1.2501
H  0.2548  -0.2497  -1.5184
H  0.6779  -2.0916  0.4984
H  0.0914  -0.8518  1.5821
H  -2.1955  -2.2250  -0.6717
O  -0.8822  1.8544  -0.2800
O  -1.4163  -1.1438  -0.3946
Cl  2.5933  -0.1412  -0.2641

***

Q:
C3H7ClO2 | the ωB97M-V functional and the def2-TZVPD basis

Values from the calculation:
Kohn-Sham gap: 9.89 eV
total charge: 0

Geometry (Å):
C  -0.7106  0.2229  -1.4395
C  0.3675  0.5404  -0.4239
C  0.1287  0.0017  0.9282
O  1.4685  0.9598  -0.7504
H  -0.5991  -0.8402  -1.8103
H  -0.7712  0.8158  -2.3737
H  -1.6233  0.3739  -0.9177
H  0.0131  0.7407  1.7593
H  1.0941  -0.5761  1.1700
H  -0.6175  -0.7653  0.7159
O  3.2913  -1.0032  0.6773
Cl  3.7962  0.0982  1.9120
H  3.2739  -0.3449  -0.0635

***

Pick Q: it beats the second-best structure by 265.4 kJ/mol.

***

P:
C4H11N3S | the ωB97M-V functional and the def2-TZVPD basis

Values from the calculation:
Kohn-Sham gap: 9.92 eV
total charge: 0

Geometry (Å):
H  0.8422  -0.4231  2.3138
N  1.2636  -0.7059  1.3677
C  0.9477  0.0765  0.3833
N  1.6409  -0.0034  -0.7124
N  2.5727  -1.0507  -0.7385
C  -0.3366  0.9195  0.3802
C  0.0324  2.3391  0.0042
C  -1.4747  0.5843  -0.4412
S  -2.2489  -1.0896  -0.1002
H  1.1107  -0.0133  -1.7760
H  2.2445  -1.8606  -0.0482
H  3.3886  -0.4456  -0.2442
H  -0.6171  0.9007  1.4655
H  0.8578  2.3446  0.8187
H  -0.8232  2.9724  0.2216
H  0.4808  2.4923  -1.0720
H  -1.5004  0.7484  -1.6054
H  -2.2422  1.2601  -0.0754
H  -1.1130  -1.7395  0.2281

***

Q:
C4H11N3S | the ωB97M-V functional and the def2-TZVPD basis

Values from the calculation:
Kohn-Sham gap: 9.03 eV
total charge: 0

Geometry (Å):
H  0.8173  -2.0954  1.9801
N  1.4845  -1.7652  0.9784
C  1.2298  -1.2913  -0.1897
N  -0.0404  -0.7838  -0.5502
C  -0.6799  -1.0634  -1.8405
N  -0.7893  -0.3793  0.4357
C  -0.9294  1.1293  0.4248
C  0.4193  1.9371  0.4833
S  1.3284  1.3113  2.0130
H  2.3259  -1.2364  -0.9490
H  -0.6895  0.0383  -2.2031
H  -1.6965  -1.6639  -1.6903
H  -0.0309  -1.6730  -2.4168
H  -1.8957  -0.6794  0.2938
H  -1.5220  1.4839  1.4108
H  -1.6265  1.6269  -0.4008
H  1.0316  2.3139  -0.4768
H  -0.0469  2.9734  0.9043
H  1.3102  -0.1830  1.7930

***

R:
C4H11N3S | the ωB97M-V functional and the def2-TZVPD basis

Values from the calculation:
Kohn-Sham gap: 8.53 eV
total charge: 0

Geometry (Å):
C  -0.4473  -0.9947  1.2992
N  0.0225  -0.5884  -0.0225
C  -0.4285  -1.4122  -1.1560
N  0.0324  0.7873  -0.2498
C  -1.1936  1.4968  -0.1050
C  1.2255  1.4797  -0.0929
N  2.4571  1.1614  0.0030
S  3.0939  -0.4001  -0.0348
H  -0.2008  -2.0226  1.5509
H  -1.4585  -0.7238  1.4649
H  0.1422  -0.4063  1.9997
H  -0.2050  -2.4782  -0.9844
H  -0.0033  -1.0668  -2.0156
H  -1.5096  -1.3356  -1.2611
H  -1.9861  0.9834  -0.6022
H  -1.0690  2.4646  -0.6300
H  -1.5270  1.6793  0.9310
H  1.0937  2.5492  -0.0534
H  1.9614  -1.1730  -0.0413

***

S:
C4H11N3S | the ωB97M-V functional and the def2-TZVPD basis

Values from the calculation:
Kohn-Sham gap: 9.04 eV
total charge: 0

Geometry (Å):
C  -1.7950  1.2290  -0.8681
C  -0.4139  0.9852  -0.1853
C  -0.3374  1.8853  1.0099
C  -0.0784  -0.4581  0.1739
N  1.1060  -0.9615  0.2168
S  2.4731  -0.0161  -0.3400
N  -1.0285  -1.3525  0.6421
N  -2.1537  -1.6417  -0.1471
H  -2.1011  0.6418  -1.7308
H  -1.8137  2.2531  -1.0963
H  -2.6409  1.1321  -0.1801
H  0.3249  1.3168  -0.9554
H  -0.5917  2.9009  0.6400
H  -1.2109  1.7570  1.6040
H  0.6382  1.7980  1.5562
H  3.3567  -0.9399  0.0905
H  -0.5835  -2.2583  0.9194
H  -1.9127  -1.7680  -1.1434
H  -2.7541  -0.7355  -0.0289

***

Pick S: it beats the second-best structure by 40.9 kJ/mol.

***

P:
C3H4ClNO | the ωB97M-V functional and the def2-TZVPD basis

Values from the calculation:
Kohn-Sham gap: 9.68 eV
total charge: 0

Geometry (Å):
O  2.9110  -0.7594  -0.0404
C  1.6784  -0.5191  0.0248
N  1.1289  0.7926  -0.0425
C  -0.1853  1.3978  0.0114
C  -1.3994  0.8425  -0.0348
Cl  -1.9061  -0.8234  -0.0122
H  0.9179  -1.2325  0.4548
H  1.9894  1.4496  0.1761
H  0.0868  2.5397  0.0108
H  -2.3432  1.4408  0.1774

***

Q:
C3H4ClNO | the ωB97M-V functional and the def2-TZVPD basis

Values from the calculation:
Kohn-Sham gap: 10.11 eV
total charge: 0

Geometry (Å):
C  -0.9540  -0.1746  0.4007
C  -0.1988  0.6603  -0.6082
Cl  0.4051  2.1247  0.4299
O  0.8511  0.0197  -1.2119
C  1.7013  -1.0669  -0.2392
N  2.1906  -1.7067  0.5687
H  -1.6254  -0.8674  -0.1030
H  -0.0618  -0.6917  0.9565
H  -1.4811  0.4854  1.1143
H  -0.8270  1.2171  -1.3078

***

Pick P: it beats the second-best structure by 169.0 kJ/mol.

***

P:
C3H14NO4 | the ωB97M-V functional and the def2-TZVPD basis

Values from the calculation:
Kohn-Sham gap: 10.09 eV
total charge: +1

Geometry (Å):
C  1.6240  -0.1521  -0.3668
C  2.4780  -1.1041  -0.7450
C  -0.2838  -1.1334  -1.4762
N  0.2289  -0.4552  -0.5214
H  1.8634  0.9000  -0.1694
H  2.1795  -2.0954  -1.0856
H  3.5489  -0.9041  -0.8980
H  -1.3497  -1.2415  -1.6458
H  0.4215  -1.5802  -2.1526
H  -0.3583  -0.0123  0.2016
H  -0.1739  2.6715  1.1045
H  -1.5247  1.9194  1.1141
O  -0.5958  1.8458  0.8383
H  0.5872  0.8118  -3.1062
H  -0.7982  1.4498  -3.2730
O  -0.3072  0.8209  -2.7258
H  -3.6235  -0.0608  1.3318
H  -2.9175  -0.7712  2.5721
O  -3.0496  0.0529  2.0855
H  1.4211  -1.2788  2.2757
H  0.9533  -0.0327  3.0814
O  0.8801  -0.4878  2.2384

***

Q:
C3H14NO4 | the ωB97M-V functional and the def2-TZVPD basis

Values from the calculation:
Kohn-Sham gap: 10.96 eV
total charge: +1

Geometry (Å):
O  0.3855  -2.0958  2.3068
C  1.2038  -1.4275  1.7695
C  0.9241  -0.0254  1.0783
C  1.8816  0.3762  0.0052
N  -0.4721  -0.1235  0.4719
H  2.2510  -1.7313  1.5586
H  0.7361  0.6542  1.9167
H  2.0818  -0.4045  -0.7309
H  2.8917  0.5433  0.4246
H  1.4873  1.3033  -0.4082
H  -1.0200  -0.8354  0.9588
H  -0.4266  -0.4049  -0.5066
H  -0.9724  0.7798  0.5037
H  2.0991  -0.0241  -3.6963
H  1.3591  -1.4328  -3.8923
O  1.9677  -0.9193  -3.3335
H  -3.0394  -1.4084  -0.4423
H  -3.8707  -0.1781  -0.0635
O  -3.0490  -0.6497  0.1666
H  -2.4606  2.4922  1.3534
H  -2.0564  3.1357  -0.0196
O  -1.9013  2.3761  0.5792

***

R:
C3H14NO4 | the ωB97M-V functional and the def2-TZVPD basis

Values from the calculation:
Kohn-Sham gap: 10.50 eV
total charge: +1

Geometry (Å):
O  -0.8871  0.0324  -1.2569
C  -1.4770  -0.5421  -0.3407
C  -0.5234  -1.3737  0.5840
N  0.8374  -0.9620  0.0861
C  1.7983  -1.2507  1.1753
H  -2.5313  -0.4207  -0.1365
H  -0.7457  -1.1995  1.6844
H  -0.5751  -2.4812  0.3864
H  1.0932  -1.4644  -0.8785
H  0.8900  0.0362  -0.2685
H  1.6075  -2.2166  1.7088
H  1.7535  -0.5663  1.9632
H  2.8025  -1.3930  0.9080
H  -4.1381  -4.3572  1.5283
H  -4.5318  -3.6569  0.1714
O  -3.9286  -3.6815  0.9041
H  2.0954  5.1460  0.3259
H  1.8951  5.4607  -1.0874
O  1.5883  4.8106  -0.4170
H  2.2938  3.2857  -0.7406
H  2.0948  2.1924  -1.7818
O  2.1457  2.2595  -0.8425

***

Pick Q: it beats the second-best structure by 119.3 kJ/mol.